No. 1
Computed, not measured: 6 unconnected molecules or ions with the total composition C33H65BrO13S5, with ωB97M-V/def2-TZVPD.

Positions of all 117 atoms, in Å:
C (-0.15555, 1.04503, -6.75214)
O (0.09361, -0.31630, -6.39751)
C (-0.21435, -0.55832, -4.99965)
C (0.99663, -0.12075, -4.12762)
C (0.80588, -0.46576, -2.60344)
C (2.21002, -0.47503, -1.87528)
C (2.31717, 0.59092, -0.72239)
C (3.24978, 1.77290, -1.17234)
C (3.39222, 2.77221, 0.03388)
C (4.74569, 2.62424, 0.79380)
C (4.84650, 3.63809, 1.99459)
C (5.59183, 4.97590, 1.67659)
C (5.12997, 6.03229, 2.76346)
Br (5.17637, 5.76522, -0.07655)
O (5.89198, 2.62531, -0.08696)
C (7.03294, 2.22696, 0.54270)
O (8.08356, 2.24880, -0.03194)
H (0.14227, 1.18763, -7.81478)
H (0.44290, 1.77219, -6.15599)
H (-1.24260, 1.27582, -6.65075)
H (-0.38950, -1.65860, -4.94267)
H (-1.15158, -0.00900, -4.77463)
H (1.90365, -0.60561, -4.54630)
H (1.05355, 0.99146, -4.18403)
H (0.13804, 0.28506, -2.11870)
H (0.28432, -1.44621, -2.52943)
H (2.97791, -0.20659, -2.63266)
H (2.37345, -1.51489, -1.51403)
H (2.79491, 0.14225, 0.17813)
H (1.30667, 0.94246, -0.42948)
H (4.22698, 1.40882, -1.54409)
H (2.72486, 2.32529, -1.98746)
H (3.20744, 3.80593, -0.31750)
H (2.61320, 2.53813, 0.79771)
H (4.70113, 1.60091, 1.24892)
H (3.86724, 3.83827, 2.48352)
H (5.45607, 3.13100, 2.78430)
H (6.68968, 4.87165, 1.80686)
H (5.91523, 6.78840, 2.96546)
H (4.74760, 5.54365, 3.68362)
H (4.25795, 6.56657, 2.31997)
H (7.02899, 1.85085, 1.59577)
O (-2.93081, 1.47183, -4.94089)
S (-3.96958, 1.53331, -5.94209)
O (-3.76886, 1.03798, -7.28171)
C (-5.44992, 0.79926, -5.26338)
C (-6.16271, 1.95749, -4.57455)
C (-6.04741, 3.14744, -5.53453)
C (-4.59497, 3.21110, -6.01256)
H (-5.18290, -0.00925, -4.58490)
H (-6.03872, 0.41265, -6.09631)
H (-7.20261, 1.71282, -4.35523)
H (-5.66480, 2.19380, -3.62969)
H (-6.70327, 2.99207, -6.38585)
H (-6.34566, 4.08145, -5.05739)
H (-4.52240, 3.57788, -7.03515)
H (-3.98136, 3.82454, -5.35271)
O (4.77453, 0.46983, 3.87692)
S (5.12050, -0.74060, 4.58471)
O (4.11298, -1.65368, 5.06642)
C (6.31311, -1.64767, 3.61142)
C (7.66251, -1.10253, 4.06501)
C (7.57456, -0.98935, 5.59059)
C (6.23595, -0.32245, 5.92526)
H (6.11769, -1.49231, 2.55166)
H (6.21009, -2.70473, 3.86151)
H (8.48051, -1.75190, 3.75330)
H (7.83199, -0.11332, 3.63003)
H (7.60853, -1.98875, 6.03199)
H (8.40954, -0.42152, 6.00218)
H (5.82167, -0.69034, 6.86234)
H (6.32537, 0.76317, 5.96007)
O (4.89511, -6.27256, 6.57000)
S (3.84086, -6.18999, 5.58536)
O (4.04792, -6.59505, 4.21445)
C (2.39382, -7.01731, 6.22910)
C (1.64517, -5.93075, 6.99199)
C (1.70878, -4.68267, 6.10481)
C (3.15416, -4.53479, 5.61946)
H (2.69661, -7.85457, 6.85548)
H (1.81102, -7.37492, 5.37881)
H (0.61453, -6.22570, 7.20449)
H (2.14392, -5.73186, 7.94552)
H (1.04342, -4.81270, 5.24620)
H (1.38226, -3.78963, 6.63998)
H (3.20524, -4.10514, 4.62155)
H (3.74962, -3.93884, 6.30897)
O (-6.81399, 4.10749, -8.24933)
S (-8.08786, 4.76843, -8.10248)
O (-8.60631, 5.15261, -6.81221)
C (-8.11355, 6.18446, -9.19101)
C (-8.64304, 5.63537, -10.51088)
C (-9.80212, 4.70404, -10.14038)
C (-9.32654, 3.81779, -8.98443)
H (-7.11338, 6.60697, -9.26897)
H (-8.79967, 6.91757, -8.76467)
H (-8.96403, 6.43674, -11.17665)
H (-7.86025, 5.06639, -11.01972)
H (-10.65998, 5.30033, -9.81859)
H (-10.12332, 4.10138, -10.99040)
H (-10.13796, 3.56924, -8.30254)
H (-8.85318, 2.90546, -9.34693)
O (-1.11345, -6.43827, 8.01645)
S (-2.16225, -6.35635, 7.02662)
O (-1.95369, -6.75905, 5.65800)
C (-3.60743, -7.18664, 7.66956)
C (-4.35714, -6.10100, 8.43329)
C (-4.29771, -4.85161, 7.54813)
C (-2.85196, -4.70133, 7.06334)
H (-3.30301, -8.02355, 8.29547)
H (-4.18931, -7.54474, 6.81922)
H (-5.38420, -6.39879, 8.64550)
H (-3.85900, -5.90266, 9.38622)
H (-4.96228, -4.98147, 6.68998)
H (-4.62638, -3.96081, 8.08427)
H (-2.80099, -4.27134, 6.06453)
H (-2.25663, -4.10558, 7.75504)

gap between HOMO and LUMO = 9.1806 eV
HOMO = -8.701 eV
LUMO level = 0.480 eV
SMILES = COCCCCCCC[C@H](C[C@H](C)Br)OC=O.O=S1(=O)CCCC1.O=S1(=O)CCCC1.O=S1(=O)CCCC1.O=S1(=O)CCCC1.O=S1(=O)CCCC1
relative energy (zero: lowest compared OMol25 entry of this formula, charge and spin) = 0.0 kcal/mol



No. 2
Computed, not measured: 10 unconnected molecules or ions with the total composition C33H66Br4O13, with ωB97M-V/def2-TZVPD.

Positions of all 116 atoms, in Å:
C (18.27592, 13.03736, -4.65217)
C (19.03615, 12.53336, -5.85708)
O (20.43667, 12.74276, -5.70346)
C (21.31069, 12.33741, -6.70675)
C (22.70606, 12.74748, -6.44623)
O (20.96184, 11.74966, -7.76978)
H (18.60225, 14.07495, -4.58141)
H (18.54780, 12.48148, -3.75486)
H (17.22871, 12.80993, -4.85148)
H (18.88063, 11.46340, -5.99526)
H (18.69818, 13.12419, -6.70844)
H (22.89858, 13.79162, -6.69286)
H (23.31631, 12.14397, -7.11814)
H (22.88785, 12.54643, -5.39048)
C (25.34732, 15.42154, -9.66701)
C (24.45343, 15.37474, -8.43602)
O (24.03598, 16.70712, -8.13036)
C (23.19306, 16.93481, -7.08634)
C (23.00885, 18.41356, -6.86234)
O (22.61649, 16.14932, -6.32191)
H (25.87578, 14.47553, -9.78494)
H (26.13025, 16.16738, -9.52977)
H (24.74720, 15.60220, -10.55882)
H (23.61279, 14.72065, -8.66753)
H (24.94726, 14.88756, -7.59526)
H (22.74132, 18.98658, -7.75013)
H (23.95240, 18.86017, -6.54874)
H (22.26047, 18.55711, -6.08297)
C (18.63005, 16.70375, -5.99413)
C (19.58354, 16.31653, -7.18486)
O (18.83932, 16.30316, -8.35846)
C (19.27993, 15.68284, -9.49702)
C (18.26339, 15.71467, -10.63585)
O (20.45797, 15.27154, -9.65429)
H (19.10731, 16.47962, -5.04014)
H (17.71938, 16.10872, -6.06291)
H (18.34598, 17.75231, -6.08314)
H (20.53610, 16.83839, -7.27646)
H (19.89127, 15.30307, -6.92741)
H (17.68045, 14.79366, -10.63924)
H (18.85281, 15.77837, -11.55052)
H (17.65355, 16.60808, -10.50172)
C (20.86584, 15.59040, -2.64328)
C (21.91328, 14.76800, -3.40439)
O (22.87937, 14.10332, -2.65751)
C (22.75509, 12.84589, -2.07702)
C (23.93980, 12.31439, -1.35214)
O (21.70525, 12.15442, -2.01112)
H (20.34491, 16.28671, -3.30047)
H (21.47599, 16.14100, -1.92727)
H (20.19361, 14.93663, -2.08761)
H (21.38556, 14.00148, -3.97189)
H (22.42773, 15.34968, -4.16930)
H (23.64633, 11.77908, -0.44912)
H (24.53969, 13.17755, -1.06369)
H (24.51082, 11.70526, -2.05284)
C (18.96301, 9.38742, -3.73355)
C (17.43843, 9.51868, -4.05862)
O (16.83738, 10.20493, -2.96516)
C (15.65568, 10.80599, -3.04530)
C (15.19064, 11.40278, -1.72106)
O (15.07437, 10.92849, -4.15169)
H (19.34097, 10.32934, -3.33602)
H (19.51347, 9.16241, -4.64704)
H (19.19733, 8.55495, -3.07008)
H (17.38653, 10.23374, -4.87964)
H (16.86472, 8.65186, -4.38662)
H (15.66619, 10.79713, -0.94961)
H (14.13140, 11.15483, -1.65298)
H (15.44060, 12.44063, -1.50086)
C (20.56075, 12.31422, 1.54948)
C (19.11238, 12.36950, 1.15646)
C (18.73074, 12.71382, -0.27308)
O (18.24412, 11.99888, 1.96708)
H (20.84748, 11.26285, 1.52683)
H (20.72701, 12.83992, 2.48975)
H (21.20727, 12.87908, 0.87788)
H (19.26150, 11.99921, -0.90215)
H (18.96584, 13.74128, -0.55085)
H (17.64848, 12.58454, -0.28313)
C (24.36366, 9.43463, -7.01519)
C (25.20352, 10.00374, -5.90915)
C (26.65605, 9.44710, -5.76202)
O (24.83429, 10.79930, -5.01113)
H (23.33054, 9.78098, -6.98684)
H (24.29207, 8.36018, -6.84626)
H (24.66600, 9.62144, -8.04563)
H (26.83788, 8.65256, -5.03831)
H (27.35299, 10.25311, -5.53240)
H (26.90306, 8.82840, -6.62474)
C (14.82327, 12.92658, -7.53970)
C (15.98458, 12.26021, -8.18936)
C (16.29114, 10.88006, -7.71187)
O (16.61729, 12.72403, -9.13352)
H (13.89339, 12.37374, -7.67312)
H (14.68536, 13.93263, -7.93588)
H (15.06832, 13.12410, -6.49613)
H (17.28980, 10.72086, -7.30515)
H (16.14684, 10.18409, -8.53824)
H (15.56348, 10.55831, -6.96683)
Br (21.32625, 8.21740, -6.53658)
C (20.38784, 8.69193, -8.23744)
C (19.86222, 7.40950, -8.91214)
Br (18.57101, 7.76249, -10.37095)
H (21.08345, 9.23773, -8.87489)
H (19.56053, 9.38808, -8.09951)
H (19.24491, 6.89224, -8.17766)
H (20.64875, 6.73230, -9.24513)
Br (22.43580, 11.55186, -13.03222)
C (21.45726, 12.17710, -11.40051)
C (22.44963, 12.97642, -10.52350)
Br (23.89639, 11.77776, -9.89912)
H (21.14998, 11.25094, -10.91482)
H (20.54599, 12.71247, -11.66712)
H (21.89232, 13.36002, -9.66890)
H (22.90886, 13.79504, -11.07763)

gap between HOMO and LUMO = 9.8834 eV
HOMO = -9.500 eV
LUMO level = 0.383 eV
SMILES = CCOC(C)=O.CCOC(C)=O.CCOC(C)=O.CCOC(C)=O.CCOC(C)=O.CC(C)=O.CC(C)=O.CC(C)=O.BrCCBr.BrCCBr